This record from the OMol25 dataset describes a structure of composition C17H28AuNO2P2Te at a distorted geometry. The level of theory is wB97M-V/def2-TZVPD.

```
52
Properties=species:S:1:pos:R:3:forces:R:3:mulliken_spin:R:1
Au 0.091 0.216 -0.446 -0.6 -0.8 0.2 0.26
P 0.386 -0.920 1.620 1.5 1.4 0.6 0.17
C -0.396 -2.455 1.283 -1.0 -0.4 0.4 0.53
C -1.421 -2.461 0.317 -0.7 -0.1 -1.0 -0.03
N -1.477 -1.426 -0.602 -0.4 -0.7 0.0 0.22
C -2.369 -1.402 -1.592 -0.1 0.0 0.2 0.01
C -3.353 -2.393 -1.717 0.3 -0.6 0.6 0.18
C -3.347 -3.453 -0.787 -0.2 0.5 -0.5 -0.05
C -2.392 -3.496 0.212 0.5 0.0 0.2 0.18
C -2.327 -0.255 -2.586 -0.3 -0.1 0.3 0.00
P -0.670 0.497 -2.674 0.0 0.0 -1.6 0.19
H -2.336 -4.321 0.925 -0.2 0.2 -0.3 0.00
H -4.075 -2.341 -2.530 0.2 -0.1 0.3 0.00
H -4.098 -4.233 -0.869 0.1 0.1 0.1 0.00
H -2.639 -0.612 -3.572 0.0 0.1 0.0 0.00
H -3.044 0.529 -2.296 0.1 -0.2 0.0 0.00
H 1.131 -4.288 0.054 0.6 -0.1 -0.6 0.00
H -0.370 -3.276 2.002 0.1 0.1 -0.2 -0.02
H 2.809 -2.870 -1.871 0.3 0.3 0.0 0.00
O 1.849 -4.459 -0.590 -0.7 -0.3 0.8 0.00
H 2.101 -5.376 -0.378 0.1 0.4 -0.3 0.00
H 1.694 1.127 -0.463 0.4 0.6 0.3 0.02
O 3.186 -1.995 -2.086 -0.9 -0.1 0.0 0.00
H 2.556 -1.616 -2.721 0.5 -0.3 0.2 0.00
C 0.216 -0.517 -3.922 -0.1 0.2 0.2 0.00
H -0.327 -0.504 -4.875 0.1 0.0 0.2 0.01
H 1.212 -0.081 -4.068 -0.1 -0.2 0.0 0.00
H 0.300 -1.552 -3.570 0.0 0.2 -0.1 0.00
C -0.901 2.122 -3.494 -0.1 -0.3 0.1 0.00
H 0.088 2.547 -3.710 -0.3 0.0 0.0 0.00
H -1.445 1.990 -4.439 0.2 -0.1 0.2 0.00
H -1.478 2.796 -2.848 0.3 -0.1 -0.1 0.00
C -0.367 -0.127 3.095 -0.3 -0.4 0.0 0.03
H -0.249 -0.783 3.973 -0.1 0.2 -0.3 0.00
H 0.124 0.836 3.297 -0.1 -0.3 -0.2 0.00
H -1.439 0.041 2.908 0.4 0.0 0.1 0.00
C 2.139 -1.191 2.049 -0.2 -0.3 0.0 0.02
H 2.568 -0.229 2.368 -0.1 -0.3 -0.1 0.00
H 2.212 -1.918 2.874 0.1 0.3 -0.3 0.00
H 2.672 -1.564 1.161 -0.1 0.1 0.3 0.00
Te 1.003 2.743 -0.668 0.1 1.5 1.3 0.25
C 0.928 3.487 1.387 0.6 0.0 0.2 0.00
C 2.179 3.519 2.026 0.0 0.3 0.3 0.00
C 2.328 4.157 3.265 -0.4 -0.1 -0.1 -0.01
C 1.234 4.771 3.892 0.1 -0.4 -0.6 0.01
C -0.013 4.732 3.254 0.2 -0.1 -0.1 -0.01
C -0.183 4.093 2.011 0.2 0.0 -0.2 0.01
H 3.062 3.096 1.548 -0.2 0.1 0.1 0.00
H 3.311 4.190 3.729 -0.2 0.0 -0.1 0.00
H 1.361 5.274 4.855 -0.1 -0.2 -0.4 0.00
H -0.859 5.228 3.733 0.1 -0.2 -0.3 0.00
H -1.167 4.122 1.538 0.3 -0.1 0.1 0.00
```
Forces are in eV/Å.

The total charge is +2. Its spin multiplicity is 3. The total energy comes out at -1955.63811 hartree. The value obtained for the frontier orbital gap (spin up / spin down) is 6.99 / 6.28 eV.

This record from the OMol25 dataset describes a structure of composition C17H28BaNO2P2Te at a distorted geometry. The level of theory is wB97M-V/def2-TZVPD.

```
52
Properties=species:S:1:pos:R:3:forces:R:3:mulliken_charge:R:1
Ba 0.021 1.157 0.588 1.2 -1.7 -1.3 1.43
P 2.478 -1.272 0.245 -0.1 -0.4 -1.8 0.47
C 2.263 -1.319 -1.563 -0.4 3.0 -0.3 -1.18
C 0.971 -1.426 -2.193 1.2 0.9 0.4 0.11
N -0.189 -0.805 -1.714 0.2 -0.9 -0.2 0.37
C -1.335 -1.221 -2.309 -0.7 -0.9 -0.3 0.12
C -1.385 -2.198 -3.311 -0.9 1.1 1.0 -0.73
C -0.209 -2.694 -3.855 0.5 0.2 0.0 -0.56
C 0.973 -2.233 -3.362 -0.2 0.0 -0.1 -0.81
C -2.685 -0.698 -1.803 -0.1 -0.3 0.3 -0.73
P -2.662 0.913 -0.917 -0.9 -0.1 -1.1 0.37
H 1.942 -2.551 -3.748 -0.3 -0.1 0.2 0.41
H -2.363 -2.531 -3.641 0.2 0.0 -0.1 0.41
H -0.222 -3.450 -4.612 -0.1 -0.2 -0.5 0.44
H -3.415 -0.603 -2.623 0.3 0.0 0.1 0.42
H -3.165 -1.405 -1.105 0.4 0.0 -0.1 0.43
H 2.165 1.115 -1.859 0.1 -1.3 -0.2 0.34
H 3.051 -0.852 -2.208 -0.4 -1.1 0.5 0.63
H 0.312 3.571 -1.335 0.0 0.3 -1.1 0.20
O 2.623 1.945 -1.724 -1.0 1.5 0.0 -0.62
H 2.208 2.538 -2.390 0.6 -0.4 0.4 0.29
H 0.095 2.488 2.529 -1.1 2.1 0.7 -0.19
O -0.315 3.884 -2.026 0.5 -0.2 1.8 -0.52
H -0.742 4.588 -1.508 -0.1 0.1 -0.6 0.33
C -2.788 2.008 -2.386 0.3 0.4 0.0 -1.31
H -3.685 1.755 -2.975 0.4 0.0 0.3 0.44
H -2.846 3.056 -2.058 0.0 -0.3 -0.3 0.34
H -1.885 1.893 -3.002 -0.3 0.1 0.1 0.34
C -4.395 1.025 -0.314 0.0 0.0 0.4 -1.22
H -4.431 1.792 0.478 -0.2 -0.3 -0.3 0.32
H -5.084 1.309 -1.129 0.3 -0.2 0.4 0.39
H -4.697 0.056 0.115 0.0 0.4 -0.1 0.37
C 2.504 -3.124 0.197 -0.2 -0.2 1.0 -1.23
H 3.478 -3.441 -0.189 -0.2 0.0 0.2 0.33
H 2.287 -3.562 1.171 0.2 -0.4 0.1 0.39
H 1.751 -3.447 -0.531 0.1 0.1 0.4 0.29
C 4.277 -0.855 0.328 0.0 0.2 0.6 -1.18
H 4.532 -0.648 1.374 0.1 -0.1 -0.2 0.35
H 4.900 -1.683 -0.016 -0.2 0.1 -0.1 0.39
H 4.519 0.044 -0.248 -0.2 -0.1 0.0 0.27
Te -1.323 3.337 3.289 1.3 -0.4 -1.2 0.37
C -0.320 1.574 3.971 0.4 -1.3 0.2 -0.80
C -0.895 0.306 3.691 0.2 1.1 0.8 0.16
C -0.462 -0.756 4.480 0.3 -0.3 0.0 -0.75
C 0.571 -0.581 5.412 -0.1 0.3 -0.2 -0.46
C 1.237 0.649 5.527 0.0 -0.4 -0.2 -0.51
C 0.861 1.725 4.736 -1.3 0.0 0.0 -0.10
H -1.769 0.251 3.021 0.3 -0.2 0.5 0.68
H -0.969 -1.715 4.399 0.2 0.1 0.0 0.43
H 0.864 -1.404 6.051 -0.1 0.0 -0.1 0.43
H 2.024 0.781 6.263 0.0 -0.1 -0.2 0.40
H 1.330 2.712 4.790 -0.1 -0.4 0.2 0.44
```
Forces are in eV/Å.

The total charge is +1. The total energy comes out at -1845.69465 hartree. The value obtained for the frontier orbital gap is 3.69 eV. For the energy above the lowest of the compared OMol25 structures with the same formula, charge and spin, the calculation gives 558.9 kJ/mol.

This record from the OMol25 dataset describes a structure of composition C17H28BrFeIN4OS. The level of theory is wB97M-V/def2-TZVPD.

```
54
Properties=species:S:1:pos:R:3:forces:R:3:mulliken_spin:R:1
Fe 0.094 -0.247 -0.011 -0.1 0.4 -0.1 3.81
C -1.035 4.395 -3.314 0.0 0.0 0.0 0.00
C -0.172 3.709 -2.293 0.0 0.0 0.0 0.00
C 1.010 4.269 -1.819 0.0 0.0 0.0 0.00
C 1.776 3.606 -0.869 0.0 0.1 0.0 0.00
C 1.308 2.390 -0.434 -0.1 0.0 0.0 0.00
Br 2.238 1.368 0.867 0.2 0.0 0.1 0.03
N 0.190 1.814 -0.865 0.1 -0.3 0.1 0.03
C -0.534 2.471 -1.779 -0.1 -0.1 0.0 0.00
H -0.619 5.358 -3.599 0.0 0.0 0.0 0.00
H -2.039 4.561 -2.921 0.0 0.0 0.0 0.00
H -1.134 3.786 -4.213 0.0 0.0 0.0 0.00
H 1.336 5.232 -2.192 0.0 0.0 0.0 0.00
H 2.699 4.017 -0.486 0.0 0.0 0.0 0.00
H -1.443 1.982 -2.109 0.0 0.0 0.0 0.00
I -5.902 0.754 -0.500 0.1 0.0 0.0 0.00
C -4.241 -0.380 -1.020 -0.1 0.1 0.0 0.01
C -4.352 -1.525 -1.797 0.0 -0.1 0.0 -0.01
C -3.205 -2.246 -2.095 -0.1 0.0 0.0 0.00
C -1.990 -1.806 -1.606 -0.1 0.1 0.0 0.00
N -1.881 -0.698 -0.858 0.3 -0.2 0.0 0.02
C -2.986 0.002 -0.577 0.1 0.0 0.0 -0.01
H -5.317 -1.850 -2.163 0.0 0.0 0.0 0.00
H -3.259 -3.140 -2.700 0.0 0.0 0.0 0.00
H -1.072 -2.343 -1.805 0.0 0.0 0.0 0.00
H -2.861 0.899 0.019 0.0 0.0 0.0 0.00
C 2.891 -2.036 -2.891 0.0 0.1 0.0 0.00
S 2.575 -2.341 -1.166 0.1 0.0 0.1 0.01
C 1.976 -4.014 -1.285 0.0 0.0 0.0 0.00
O 1.315 -1.522 -0.876 -0.5 0.1 -0.1 0.04
H 3.755 -2.629 -3.193 0.0 0.0 0.0 0.00
H 3.122 -0.978 -2.998 0.0 0.0 0.0 0.00
H 2.011 -2.302 -3.476 0.0 0.0 0.0 0.00
H 2.824 -4.674 -1.470 0.0 0.0 0.0 0.00
H 1.247 -4.089 -2.090 0.0 0.0 0.0 0.00
H 1.526 -4.262 -0.325 0.0 0.0 0.0 0.00
C -1.510 -3.624 3.038 0.1 0.0 -0.1 0.00
C -1.503 -2.114 3.238 -0.2 0.0 0.1 0.01
C -0.576 -1.738 4.387 0.1 0.0 -0.1 0.00
C -2.926 -1.614 3.500 0.1 0.0 0.0 0.00
N -0.978 -1.546 1.963 0.3 -0.2 0.1 -0.01
N -0.823 -0.116 1.936 -0.1 0.0 -0.4 0.06
H -1.888 -4.112 3.936 0.0 0.0 0.0 0.00
H -0.502 -3.993 2.846 0.0 0.0 0.0 0.00
H -2.156 -3.913 2.204 0.0 0.0 0.0 0.00
H -0.880 -2.271 5.286 0.0 0.0 0.0 0.00
H -0.613 -0.672 4.624 0.0 0.0 0.0 0.00
H 0.454 -2.021 4.160 0.0 0.0 0.0 0.00
H -3.339 -2.100 4.383 0.0 0.0 0.0 0.00
H -3.580 -1.846 2.655 0.0 0.0 0.0 0.00
H -2.957 -0.537 3.685 0.0 0.0 0.0 0.00
H -1.631 -1.791 1.224 -0.1 0.1 0.1 0.00
H -0.174 0.132 2.676 0.0 0.0 0.0 0.01
H -1.698 0.382 2.105 0.0 0.0 0.2 0.00
```
Forces are in eV/Å.

The total charge is +2. Its spin multiplicity is 5. The total energy comes out at -5491.95898 hartree. The value obtained for the frontier orbital gap (spin up / spin down) is 9.08 / 8.65 eV.

This record from the OMol25 dataset describes a cluster of 4 separate species, C17H28ClFNO3 in total at a distorted geometry. The level of theory is wB97M-V/def2-TZVPD.

```
51
Properties=species:S:1:pos:R:3:forces:R:3:nbo_charge:R:1
F -2.437 -4.966 -3.635 -0.1 0.1 -0.4 -0.35
C -1.606 -4.005 -4.183 0.6 0.1 0.7 0.06
C -1.841 -2.701 -3.423 0.0 0.5 -0.1 -0.43
C -1.060 -1.480 -4.025 0.0 0.0 0.9 -0.45
C 0.070 -1.124 -3.066 -1.5 -0.5 -2.2 0.29
C 1.369 -1.360 -3.461 1.1 0.2 0.8 -0.23
C 2.398 -1.064 -2.577 0.2 0.1 0.0 -0.06
C 2.089 -0.530 -1.323 0.6 -0.2 -0.4 -0.23
C 0.788 -0.340 -0.994 -0.1 0.5 1.1 0.07
N -0.213 -0.619 -1.860 0.9 0.2 0.6 -0.30
Cl -1.791 -0.290 -1.323 0.1 0.0 -0.4 0.28
H -1.714 -3.927 -5.271 -0.4 -0.1 0.2 0.18
H -0.580 -4.345 -3.963 -0.2 0.1 -0.3 0.16
H -1.493 -2.867 -2.393 -0.2 -0.1 -0.2 0.20
H -2.898 -2.425 -3.331 0.1 -0.4 -0.3 0.24
H -1.709 -0.601 -4.140 0.0 -0.3 0.1 0.25
H -0.647 -1.685 -5.018 0.0 -0.1 0.3 0.24
H 1.609 -1.779 -4.432 -0.4 0.1 0.1 0.26
H 3.439 -1.224 -2.850 -0.2 0.0 0.0 0.26
H 2.844 -0.259 -0.591 -0.1 -0.1 -0.2 0.28
H 0.566 0.049 -0.002 -0.5 0.0 -0.4 0.27
C 1.744 5.233 -1.259 0.3 -0.1 0.1 -0.72
C 1.451 3.933 -0.557 0.2 0.0 0.1 0.60
O 2.327 3.276 -0.039 -0.1 -0.1 -0.1 -0.56
C 0.015 3.470 -0.522 0.1 -0.3 0.1 -0.72
H 2.811 5.438 -1.206 0.0 0.0 0.0 0.25
H 1.449 5.165 -2.308 -0.2 0.1 0.0 0.23
H 1.204 6.048 -0.775 -0.1 0.0 -0.1 0.24
H -0.349 3.321 -1.541 -0.1 0.2 0.0 0.22
H -0.609 4.201 -0.007 -0.1 0.0 -0.2 0.25
H -0.038 2.523 0.014 0.0 0.1 0.1 0.21
C -2.886 -1.424 1.973 0.2 0.1 -0.1 -0.72
C -2.620 -0.647 3.239 0.1 0.1 0.1 0.60
O -1.697 0.134 3.302 0.0 0.0 -0.1 -0.56
C -3.543 -0.883 4.405 0.2 0.2 0.1 -0.72
H -2.140 -1.147 1.231 0.0 0.0 0.1 0.20
H -2.812 -2.496 2.165 -0.2 0.0 0.0 0.24
H -3.878 -1.182 1.588 -0.1 -0.2 0.1 0.23
H -3.499 -1.930 4.711 -0.2 0.0 -0.1 0.24
H -4.566 -0.621 4.131 0.0 -0.2 0.0 0.24
H -3.234 -0.260 5.242 0.0 0.0 0.0 0.24
C 3.065 1.528 3.334 0.3 -0.1 0.1 -0.72
C 2.840 0.225 4.066 0.1 -0.1 0.1 0.59
O 3.757 -0.382 4.568 0.0 0.0 -0.1 -0.53
C 1.421 -0.283 4.144 0.2 -0.2 0.2 -0.72
H 4.125 1.775 3.354 0.0 0.0 0.0 0.24
H 2.746 1.436 2.293 -0.2 0.2 0.0 0.22
H 2.508 2.330 3.819 -0.1 0.0 -0.2 0.23
H 1.030 -0.458 3.140 -0.2 0.2 0.0 0.21
H 0.792 0.441 4.662 -0.1 0.0 -0.2 0.24
H 1.403 -1.222 4.695 0.0 0.0 0.0 0.23
```
Forces are in eV/Å.

The total charge is +1. The total energy comes out at -1504.79740 hartree. The value obtained for the frontier orbital gap is 6.56 eV.